102
Properties=species:S:1:pos:R:3:forces:R:3 method="wB97M-V/def2-TZVPD" lumo_ha="-0.1622 / -0.1622" charge=+1 multiplicity=1 gap_ev="5.260 / 5.261" largest_force_ev_per_a=3.3 e_tot_ha=-2576.92062
W 0.58659 -0.46209 0.21204 -1.24 -0.10 -0.02
C 5.86810 2.64814 2.34078 -0.68 0.69 1.23
C 5.54077 1.15400 2.20119 -1.10 0.39 -0.19
C 4.51996 0.98589 1.11565 -1.58 -0.79 -0.12
C 4.59025 0.82451 -0.24295 0.81 0.57 -0.25
C 5.86029 0.78849 -1.04602 -0.33 -0.06 -0.40
C 6.11507 2.08539 -1.81901 2.07 0.64 0.31
C 3.26387 0.77792 -0.76378 0.86 -0.76 -0.02
C 2.99644 0.71688 -2.10939 1.44 0.94 -0.99
C 1.77420 0.69881 -2.64478 -1.49 -0.66 0.92
C 1.37289 0.97163 -3.99003 -1.30 -0.54 -0.96
C 2.13537 1.58711 -5.16578 -0.92 -0.75 -0.10
C 2.58567 0.65095 -6.33265 -0.96 -0.35 1.84
C 0.03818 0.61685 -4.02969 0.18 0.36 0.31
C -0.35752 0.23932 -2.68997 -1.20 -0.15 -0.85
C -1.71650 -0.06152 -2.45879 1.07 -0.50 -0.81
C -2.26447 -0.17017 -1.23136 -0.16 -0.31 1.44
N -1.56661 0.08352 -0.06657 -0.53 0.19 0.53
C -2.57002 0.14877 0.91597 0.81 -0.97 -1.26
C -2.32007 0.59620 2.16631 1.48 0.38 0.54
C -1.01164 0.91121 2.58839 -0.77 1.69 0.76
N 0.18647 0.78614 1.94958 0.60 -2.04 -1.99
C 1.16719 1.16050 2.81778 0.19 0.76 -0.27
C 2.53020 1.11768 2.60198 -0.27 0.59 1.31
C 3.11518 0.89778 1.38505 -0.31 0.51 0.27
N 2.33285 0.75515 0.22339 0.40 -0.17 0.96
C 0.58648 1.79246 3.93924 -1.56 -0.98 0.58
C -0.78855 1.65184 3.80956 1.09 0.12 0.15
C -1.91606 2.16730 4.66321 0.54 -0.43 -0.48
C -2.50596 1.02902 5.45585 -1.07 -0.45 -1.96
C 1.36784 2.39568 5.02594 1.09 -0.33 1.43
C 1.97867 3.72964 4.59926 -0.08 -0.12 -1.49
C -3.83736 -0.32977 0.39415 1.45 1.48 0.99
C -3.64674 -0.48693 -0.93403 -0.64 -0.12 0.54
C -4.61899 -1.02465 -1.89397 0.80 -0.04 -2.00
C -4.51951 -2.55533 -2.03270 -0.99 0.36 1.29
C -4.94470 -0.54143 1.35691 -1.69 0.10 -1.48
C -4.76693 -1.80240 2.13467 1.40 -0.29 0.74
N 0.68721 0.28348 -1.81751 0.05 0.34 -0.52
C -0.94803 0.76020 -5.16629 -0.62 -0.33 1.74
C -1.92902 1.92365 -5.00265 1.22 1.40 1.20
H 6.78479 2.81389 2.91045 0.10 -0.12 -0.22
H 5.08483 3.19169 2.94802 0.55 -0.56 -0.84
H 5.94325 3.13442 1.36299 0.07 -0.10 0.21
H 5.09667 0.70565 3.13242 0.92 0.40 -0.78
H 6.42474 0.64263 1.87427 0.54 -0.54 0.25
H 5.81619 0.00152 -1.81211 0.08 -0.20 0.51
H 6.62432 0.55259 -0.30642 0.40 0.03 -0.41
H 5.42492 2.17035 -2.62885 -0.56 0.25 -0.49
H 7.15995 2.17827 -2.29599 -1.47 -0.47 0.87
H 6.00693 2.95139 -1.15256 -0.05 -0.09 -0.27
H 3.78799 0.89539 -2.83581 0.14 -0.16 0.46
H 2.98643 2.10712 -4.79094 0.70 0.50 0.29
H 1.48026 2.32885 -5.65748 0.20 -0.08 0.54
H 3.13103 -0.21581 -5.93991 0.14 0.28 -0.26
H 1.69684 0.26699 -6.84547 0.34 0.17 -0.18
H 3.18861 1.29161 -6.93498 0.47 -0.06 -0.88
H -2.35979 -0.25769 -3.32321 0.41 0.30 0.34
H -3.12129 0.79874 2.86988 0.12 -0.22 -0.26
H 3.08437 1.45148 3.51473 -0.05 -0.62 -1.26
H -2.63279 2.56548 3.95150 -0.35 0.30 0.21
H -1.60811 2.96772 5.32655 0.18 0.18 -0.04
H -2.75507 0.18021 4.81525 0.44 -0.15 -0.11
H -3.44429 1.22311 5.87191 -1.50 0.94 0.88
H -1.91069 0.68268 6.21906 1.69 -0.72 1.66
H 2.18825 1.70640 5.41190 -0.77 0.59 -0.82
H 0.75681 2.46336 5.92820 -0.21 0.44 -0.12
H 2.60258 3.54519 3.67103 -0.59 0.41 1.04
H 2.60488 4.16103 5.36010 0.19 0.24 0.31
H 1.18336 4.44194 4.29800 0.47 -0.30 0.28
H -4.32838 -0.60241 -2.89855 -0.69 -0.24 0.76
H -5.66381 -0.75956 -1.70399 0.31 0.16 0.17
H -3.56652 -2.95387 -2.37823 -0.18 0.17 0.17
H -5.32519 -2.79962 -2.67451 -0.48 -0.62 -1.29
H -4.89519 -3.01919 -1.09636 0.89 0.07 -0.15
H -5.86548 -0.62876 0.73659 0.28 0.13 0.57
H -5.10951 0.26863 2.07161 0.16 0.29 -0.42
H -4.36632 -2.57627 1.51698 0.23 -0.63 -0.60
H -5.68294 -2.17227 2.51503 -0.89 -0.22 0.71
H -4.01907 -1.66792 2.94478 -0.54 -0.06 -0.21
H -1.50491 -0.18022 -5.34354 0.29 0.34 0.21
H -0.39726 0.94470 -6.02191 1.10 0.19 -1.93
H -2.38681 1.97048 -4.00431 0.00 -0.22 -0.33
H -2.67599 1.84453 -5.73811 -1.11 0.01 -0.90
H -1.44011 2.94008 -5.12415 -0.30 -1.23 0.01
O -0.35659 -1.67876 1.92849 0.64 0.98 -0.92
C -1.12974 -2.62355 1.87004 -0.58 -0.62 1.16
C -1.55702 -3.33847 0.69683 0.64 0.65 -0.02
C -2.37594 -4.43441 0.90690 -0.34 0.15 -0.88
C -2.64584 -5.25529 -0.16323 -0.77 -0.85 1.77
C -2.07003 -5.09612 -1.37759 0.90 0.91 -2.49
C -1.30684 -3.92650 -1.63425 -1.54 -1.93 2.16
C -1.03622 -3.03390 -0.60771 1.12 1.05 0.84
O -0.21256 -1.99961 -0.83802 -1.35 -1.12 0.05
N -3.51825 -6.43208 0.10195 1.71 -0.86 -2.22
O -4.37253 -6.31455 0.92773 -0.65 -0.24 0.65
O -3.25849 -7.43175 -0.59328 -0.82 1.27 1.24
H -1.47201 -2.96414 2.89944 0.01 -0.02 -1.24
H -2.84980 -4.60839 1.85056 -0.01 -0.17 0.47
H -2.25816 -5.84664 -2.18823 0.25 0.84 0.92
H -0.88985 -3.77879 -2.55437 1.02 0.42 -2.29
Te 2.34030 -2.29335 0.57188 0.01 0.46 0.18

52
Properties=species:S:1:pos:R:3:forces:R:3 method="wB97M-V/def2-TZVPD" lumo_ha=-0.0084 charge=0 multiplicity=1 gap_ev=7.967 e_above_lowest_kcal_mol=5.4 largest_force_ev_per_a=1.5 e_tot_ha=-1358.56372
C -0.71231 -3.20131 1.88911 -0.04 0.16 0.18
C 0.37147 -2.14931 1.92621 -0.13 -0.29 -0.10
O 0.28936 -1.17437 2.65573 -0.15 0.28 0.34
N 1.43734 -2.33068 1.11418 0.28 0.09 -0.01
C 1.57525 -3.36764 0.11608 0.03 -0.24 -0.12
C 2.14238 -2.75373 -1.18795 -0.18 -0.20 0.04
N 1.80630 -1.34907 -1.25043 0.24 0.18 0.03
C 0.50501 -0.97827 -1.54177 -0.12 -0.08 -0.58
C -0.24537 -0.22278 -0.63928 -0.15 0.08 0.03
C -1.55872 0.20027 -0.86005 0.15 -0.34 -0.39
N -2.27925 0.88595 0.08206 -0.48 -0.23 0.27
C -3.02664 2.06647 -0.31140 -0.04 0.48 -0.35
C -2.05877 3.23681 -0.53072 -0.15 -0.12 -0.02
C -0.98951 3.31229 0.53031 0.05 0.04 0.01
C -0.13942 4.41082 0.57757 0.00 -0.05 0.05
C 0.87773 4.47957 1.51116 0.05 0.10 -0.03
C 1.06689 3.43979 2.40724 0.06 -0.01 0.07
C 0.22903 2.34089 2.36945 -0.02 0.02 0.01
C -0.80068 2.27616 1.44106 0.00 0.01 -0.03
C -1.72434 1.08631 1.40573 0.06 -0.07 0.19
C -2.13591 -0.21384 -2.08249 0.18 -0.04 -0.12
F -3.43116 0.07132 -2.36199 0.11 -0.01 0.13
C -1.43109 -0.92551 -3.00788 0.02 0.03 0.04
C -0.09866 -1.29528 -2.78366 -0.73 0.59 1.18
N 0.58639 -1.86238 -3.88671 0.58 -0.39 -0.76
O -0.06464 -2.12659 -4.88622 -0.04 -0.07 -0.15
O 1.79415 -2.03546 -3.81679 -0.07 0.00 -0.18
C 2.56177 -0.62802 -0.24868 0.07 0.06 0.09
C 2.51336 -1.36004 1.11497 0.05 0.22 0.18
H -1.40960 -2.99322 2.69643 0.04 0.03 -0.01
H -0.30013 -4.19846 2.01934 -0.01 -0.11 -0.07
H -1.25341 -3.15353 0.94511 -0.02 -0.06 -0.10
H 0.60013 -3.80792 -0.08609 0.08 0.00 0.02
H 2.24576 -4.15721 0.47892 -0.08 -0.04 -0.06
H 3.23124 -2.82706 -1.21525 -0.01 -0.05 -0.02
H 1.75732 -3.29434 -2.04850 0.10 0.01 0.09
H 0.21281 0.05245 0.29294 0.06 0.01 0.15
H -3.72437 2.29932 0.49692 0.02 -0.05 -0.04
H -3.60595 1.88585 -1.21395 0.01 -0.02 0.12
H -1.56549 3.11576 -1.50181 -0.08 0.03 -0.01
H -2.61768 4.17431 -0.56448 0.02 0.02 -0.06
H -0.28102 5.21755 -0.12768 -0.01 0.10 -0.08
H 1.52698 5.34214 1.53652 0.06 0.07 0.00
H 1.86691 3.48581 3.13094 0.07 0.00 0.07
H 0.36810 1.51571 3.05249 0.04 -0.12 0.09
H -2.57047 1.26718 2.08031 0.07 -0.08 -0.06
H -1.22180 0.18843 1.76541 -0.05 0.07 -0.04
H -1.89672 -1.20310 -3.94103 -0.05 0.03 0.01
H 3.59748 -0.58419 -0.60250 -0.04 0.07 0.07
H 2.19560 0.39474 -0.17406 0.03 -0.04 0.01
H 2.33067 -0.66410 1.93433 0.12 -0.11 -0.10
H 3.45371 -1.88849 1.30087 -0.01 0.04 0.01

50
Properties=species:S:1:pos:R:3:forces:R:3 method="wB97M-V/def2-TZVPD" lumo_ha=-0.0019 charge=0 multiplicity=1 gap_ev=8.749 largest_force_ev_per_a=2.9 e_tot_ha=-1795.76409
O 7.17828 6.53058 -0.33302 -0.44 -0.91 0.04
C 5.77735 6.38771 -0.35468 -0.87 -0.24 0.44
C 5.22030 4.97583 -0.17577 2.46 -1.44 0.51
N 6.00674 3.97125 0.17900 -0.34 2.04 -0.46
N 5.22800 2.87750 0.30410 -1.53 -0.22 -0.06
C 4.00137 3.24874 0.03775 1.35 -0.17 0.08
C 2.85810 2.34518 0.12017 -1.60 -0.15 0.36
C 3.04874 0.98039 0.38337 -0.72 -1.17 -0.12
C 1.91769 0.15246 0.36576 1.52 -0.21 0.22
C 0.65379 0.68805 0.20784 0.01 1.17 -0.91
N -0.49854 -0.08800 0.09989 0.50 -0.31 0.17
C -1.81547 0.48839 0.36870 -0.10 0.11 -0.24
C -2.79026 -0.59124 0.85571 -0.20 -0.32 0.30
C -2.83199 -1.92033 0.02811 0.37 -0.55 -0.03
C -3.42889 -3.08890 0.86577 -0.56 0.01 0.43
C -4.16114 -2.87218 2.04258 -0.32 -0.54 0.65
C -4.65552 -3.89998 2.86147 0.45 -0.26 -1.10
C -4.41243 -5.24061 2.50046 0.43 0.08 -0.06
C -4.91120 -6.29193 3.49412 -0.84 1.00 -0.38
F -4.43382 -5.99233 4.73714 -0.15 -0.87 -0.78
F -6.28882 -6.18896 3.60532 1.23 -0.40 -0.07
F -4.62446 -7.56055 3.14304 -0.01 0.80 0.58
C -3.68694 -5.51764 1.32165 -0.30 1.19 0.32
C -3.25704 -4.42369 0.51414 -0.11 -1.23 0.65
C -3.72181 -1.77031 -1.26847 1.03 -0.28 0.99
F -3.24383 -0.80378 -2.08237 -0.34 -0.35 0.06
F -3.80580 -2.92282 -2.02925 -0.11 1.40 1.00
F -4.93821 -1.39566 -0.84962 -0.20 -0.34 -0.77
C -1.35774 -2.33139 -0.32836 -1.01 0.89 -1.30
C -0.49486 -1.17633 -0.89459 -0.27 -0.59 0.74
N 0.55281 2.00984 0.07567 -0.07 1.32 0.05
N 1.60686 2.84443 0.03511 0.14 -1.23 -0.04
O 3.94567 4.57000 -0.31067 -0.25 0.07 0.28
H 7.51485 5.88024 0.30273 0.07 0.08 -0.19
H 5.38232 6.77613 -1.26735 -0.02 0.32 -0.86
H 5.35306 7.01206 0.42170 -0.34 0.13 0.41
H 4.02958 0.53823 0.60318 -0.42 0.44 -0.31
H 1.98655 -0.92241 0.48178 0.36 0.05 0.21
H -2.23388 0.99040 -0.51480 0.22 0.12 0.11
H -1.70829 1.21858 1.18585 -0.02 -0.12 -0.50
H -2.44209 -0.84468 1.86400 -0.01 -0.32 -0.18
H -3.80062 -0.16480 1.02542 0.53 -0.16 -0.43
H -4.38491 -1.89710 2.42220 0.09 0.59 -0.20
H -5.23183 -3.64412 3.75470 0.28 -0.19 -0.32
H -3.41826 -6.53491 1.01626 -0.32 0.43 0.20
H -2.74636 -4.70628 -0.38729 0.20 0.11 -0.27
H -0.88665 -2.72384 0.54449 0.29 -0.18 0.75
H -1.42956 -3.13968 -1.05159 0.22 -0.07 -0.17
H -0.89202 -0.80758 -1.85567 0.27 -0.18 0.21
H 0.52143 -1.60542 -1.03628 -0.59 0.65 0.02

121
Properties=species:S:1:pos:R:3:forces:R:3 method="wB97M-V/def2-TZVPD" lumo_ha="-0.1286 / -0.0998" charge=+1 multiplicity=4 gap_ev="6.389 / 7.733" largest_force_ev_per_a=2.7 e_tot_ha=-7159.97082
Cr -0.02981 -0.99977 0.38599 2.38 0.12 1.23
C 1.32329 -2.77627 1.05701 0.09 -0.26 0.47
C 2.08514 -1.65057 0.59316 -0.05 0.27 0.50
C 2.66034 -2.02756 -0.64899 -0.23 0.01 -0.17
C 2.28697 -3.33053 -0.94169 0.09 -0.11 -0.16
C 1.50850 -3.80672 0.11111 -0.09 0.24 0.12
H 1.07911 -2.98903 2.09349 -0.07 0.11 -0.23
H 2.55887 -0.93704 1.25681 -0.16 0.04 -0.03
H 3.29685 -1.40294 -1.24957 0.05 0.14 -0.16
H 2.53030 -3.88079 -1.83178 0.10 -0.06 -0.17
H 1.16434 -4.81629 0.23162 -0.19 -0.17 -0.08
C 0.09149 5.72842 4.19891 -0.07 -0.20 -0.09
C -0.54580 4.60854 3.37181 -0.13 0.14 0.00
C -1.99056 4.99722 3.00329 0.09 -0.02 0.05
C 0.22121 4.38564 2.08156 -0.08 -0.15 0.03
C 0.92521 5.38115 1.41767 -0.02 -0.09 -0.02
C 1.55864 5.13614 0.21067 0.02 0.05 -0.15
C 1.48509 3.89141 -0.37829 -0.08 -0.07 0.13
C 0.79816 2.87225 0.26664 -0.24 -0.25 0.64
P 0.57790 1.23833 -0.55488 0.27 0.97 -0.61
C -0.67537 1.95542 -1.67395 -0.10 -0.35 -0.04
C -0.45240 2.60515 -2.87941 -0.01 -0.08 0.04
C -1.50540 3.22875 -3.52728 0.04 0.01 -0.05
C -2.76676 3.25311 -2.95484 -0.09 -0.02 0.08
C -2.98148 2.64908 -1.72695 0.00 0.05 0.02
C -1.94486 1.98436 -1.09802 0.25 -0.06 0.07
C 2.28914 1.20397 -1.19712 0.00 -0.22 -0.05
C 2.74080 1.15242 -2.50666 -0.23 -0.01 0.06
C 4.10088 1.06399 -2.76377 0.15 0.02 -0.09
C 5.01338 1.02161 -1.72493 0.04 0.00 -0.10
C 4.57093 1.10615 -0.41326 0.04 -0.01 -0.02
C 3.22278 1.20982 -0.15642 -0.17 -0.04 -0.10
C 0.17808 3.13116 1.47919 0.62 0.20 -0.46
O -0.41642 2.04488 2.06170 -0.31 0.52 0.14
C -0.49721 2.09389 3.42858 0.06 -0.36 0.61
C -0.42924 0.85583 4.06413 -0.06 0.30 -0.82
C -0.56348 0.80645 5.44421 -0.04 0.03 -0.14
C -0.72000 1.98125 6.15576 0.03 -0.12 0.12
C -0.69371 3.20655 5.51162 -0.01 -0.11 -0.12
C -0.57391 3.29273 4.13148 0.04 0.01 -0.16
P 0.02225 -0.57984 2.99492 -0.32 -0.29 1.26
C 1.64376 -0.93134 3.77586 0.00 -0.09 -0.43
C 2.58623 0.09309 3.65533 -0.19 -0.01 0.04
C 3.91154 -0.12750 3.97428 0.04 0.05 -0.02
C 4.30925 -1.37252 4.43508 0.02 -0.04 0.01
C 3.37473 -2.37942 4.60021 0.15 -0.06 0.03
C 2.04994 -2.17203 4.25555 -0.14 0.11 -0.01
C -1.16830 -1.83218 3.59522 0.14 0.03 -0.32
C -1.19405 -2.40792 4.86299 0.05 0.00 -0.07
C -2.21077 -3.28406 5.20271 0.00 -0.02 0.09
C -3.20470 -3.59832 4.28932 0.01 0.02 -0.09
C -3.18002 -3.03897 3.02143 -0.16 -0.07 0.01
C -2.16893 -2.16171 2.68066 0.21 0.19 -0.15
H 0.06433 6.66541 3.65057 0.01 0.09 -0.02
H 1.12555 5.48652 4.43633 0.08 0.04 0.06
H -0.45275 5.89285 5.12305 -0.07 0.02 0.10
H -1.99529 5.94089 2.46316 -0.01 0.10 -0.10
H -2.59239 5.10934 3.90171 -0.08 0.01 0.12
H -2.44826 4.23615 2.37460 -0.06 -0.07 -0.06
H 0.98849 6.37350 1.82919 -0.01 0.12 0.15
H 2.11127 5.92218 -0.27977 0.02 0.12 -0.03
H 1.96974 3.70063 -1.32354 0.07 0.04 -0.07
H 0.53468 2.62716 -3.31228 0.10 0.01 -0.09
H -1.33918 3.70089 -4.48261 0.03 0.08 -0.11
H -3.58958 3.73358 -3.46096 -0.04 0.11 -0.09
H -3.96052 2.66593 -1.27288 -0.11 0.01 0.04
H -2.10677 1.46196 -0.15737 -0.10 0.11 -0.05
H 2.04291 1.17022 -3.32811 0.01 -0.07 -0.07
H 4.44991 1.02645 -3.78571 -0.01 -0.02 -0.08
H 6.06809 0.93003 -1.93459 0.09 0.01 -0.03
H 5.27492 1.08357 0.40228 0.11 0.02 0.13
H 2.87044 1.29409 0.86316 0.08 -0.01 0.12
H -0.53934 -0.13653 5.96408 0.04 -0.06 0.07
H -0.83296 1.94179 7.22809 0.00 0.01 0.10
H -0.77121 4.10256 6.10326 -0.01 0.15 0.06
H 2.26716 1.06630 3.29708 0.05 0.07 -0.02
H 4.63978 0.66029 3.84997 0.03 0.09 0.01
H 5.34875 -1.56034 4.65240 0.11 0.00 0.10
H 3.68529 -3.34223 4.97691 0.01 -0.10 0.02
H 1.34806 -2.98859 4.35156 -0.05 -0.02 -0.03
H -0.42133 -2.18990 5.58635 0.03 0.00 0.02
H -2.22972 -3.71922 6.19088 0.01 -0.05 0.07
H -3.99423 -4.28083 4.56321 -0.07 -0.07 0.03
H -3.94976 -3.27759 2.30261 -0.07 -0.03 -0.05
H -2.14642 -1.70948 1.68470 -0.17 -0.17 0.22
Br 1.92559 -3.42109 -5.70158 0.10 0.09 -0.22
C 1.99747 -1.64424 -6.36623 -0.09 -0.19 0.25
C 2.71421 -1.38386 -7.52466 -0.01 -0.16 0.01
C 2.79224 -0.09635 -8.02139 -0.04 0.03 0.10
C 2.16700 0.93819 -7.34619 0.02 0.02 -0.02
C 1.44368 0.67922 -6.19541 -0.08 0.01 0.16
C 1.34747 -0.61290 -5.70016 -0.27 -0.22 0.42
I 0.18513 -0.99513 -3.96266 0.30 0.19 -0.51
H 3.20313 -2.19622 -8.03640 0.06 -0.12 -0.05
H 3.33838 0.09573 -8.93140 0.08 0.01 -0.07
H 2.23770 1.94800 -7.71623 -0.03 0.14 -0.05
H 0.94107 1.48111 -5.67784 -0.09 0.12 0.04
N -1.18732 -1.55633 -0.78304 -1.60 -0.29 -1.00
C -2.01699 -2.23181 -1.46857 -0.09 -0.49 -0.29
C -3.42182 -1.84994 -1.73677 -0.39 0.35 0.16
C -4.42084 -2.82626 -1.71231 0.16 0.05 0.10
C -5.72239 -2.49592 -2.03444 -0.07 0.00 0.06
C -6.04125 -1.19468 -2.39268 0.02 0.04 0.02
C -5.05490 -0.22418 -2.42782 -0.03 0.08 -0.05
C -3.75218 -0.55068 -2.10252 0.30 -0.18 0.08
C -1.66266 -3.51757 -2.11965 0.23 -0.24 -0.23
C -2.02525 -3.73606 -3.45061 0.06 0.03 0.11
C -1.68759 -4.92093 -4.07315 -0.04 0.03 -0.15
C -1.00335 -5.90466 -3.37611 0.00 -0.01 0.09
C -0.67969 -5.70802 -2.04431 0.00 -0.15 0.02
C -1.02007 -4.52501 -1.41516 -0.12 0.30 0.11
H -4.16648 -3.84024 -1.44056 -0.01 -0.10 -0.01
H -6.49237 -3.25233 -2.01474 -0.05 -0.07 0.02
H -7.05560 -0.94097 -2.65240 -0.16 0.03 -0.05
H -5.29237 0.78589 -2.72812 -0.04 0.08 -0.04
H -2.96024 0.17739 -2.16602 -0.03 0.03 -0.06
H -2.56610 -2.97315 -3.99215 -0.01 0.04 -0.05
H -1.96965 -5.08112 -5.10347 0.02 -0.01 -0.07
H -0.75258 -6.83462 -3.86124 0.06 -0.10 -0.07
H -0.17681 -6.48530 -1.48943 0.04 -0.11 0.06
H -0.83612 -4.36895 -0.36406 0.06 -0.04 0.01